DFT (wB97M-V/def2-TZVPD) results for 2 unconnected molecules or ions with the total composition C14H11F3NO6S2.

Each line ends with the Löwdin charge.
Cartesian coordinates (Å):
C  -0.654  1.995  1.183  -0.0125
C  -0.913  0.718  1.984  -0.5627
C  -1.918  -0.271  1.324  -0.5619
O  -2.732  0.093  0.484  0.0714
C  -1.602  -1.708  1.684  -0.1413
C  -0.240  -1.979  1.100  -0.1241
O  0.807  -1.068  1.570  0.0432
C  0.516  0.121  2.148  -0.4607
O  1.363  0.804  2.678  0.1203
H  0.223  2.465  1.643  0.0965
H  -0.399  1.670  0.160  0.1088
H  -1.523  2.655  1.179  0.0896
H  -1.614  -1.894  2.778  0.1022
H  -2.372  -2.323  1.203  0.1344
H  0.156  -2.970  1.345  0.1317
H  -0.336  -1.885  0.009  0.1337
F  -1.469  -1.029  5.689  0.0590
C  -0.725  -0.125  4.966  -0.6407
F  -0.524  0.999  5.673  0.0941
F  0.473  -0.684  4.729  0.1313
S  -1.925  0.459  3.411  1.1275
N  2.135  2.342  5.006  -0.1011
C  1.809  3.091  6.106  -0.5175
O  0.694  3.231  6.619  -0.0020
C  3.080  3.705  6.601  -0.1406
C  4.125  3.344  5.790  -0.2249
C  5.437  3.658  6.099  -0.0559
C  5.675  4.381  7.267  -0.0971
C  4.610  4.814  8.077  -0.1002
C  3.300  4.477  7.752  -0.0185
S  3.590  2.387  4.363  0.5847
O  4.291  1.124  4.370  -0.3313
O  3.691  3.199  3.173  -0.3331
H  6.208  3.316  5.418  0.1112
H  6.697  4.625  7.521  0.0866
H  4.818  5.419  8.953  0.0880
H  2.442  4.803  8.340  0.1118

Properties
2S+1: 1
ΔE to the lowest compared entry with this formula, charge and spin: 7.4 kcal per mole
max |F|: 4.3 eV Å⁻¹
total charge: -1
highest occupied orbital energy: -4.9 eV
E_LUMO: 2.44 eV